No. 1
Below is 26 unconnected molecules or ions with the total composition C19H77Br2F3N2O30 at a distorted geometry, with properties calculated with ωB97M-V with the def2-TZVPD basis set.

Geometry (Å):
Br 2.57950 4.58424 -2.73415
Br 0.88800 1.55487 -2.96599
F 3.43652 1.77844 -2.32533
F 3.29118 3.56239 -0.37068
F 2.25753 1.12599 -0.68622
O -8.30188 1.92211 3.65238
O 4.26292 -4.83549 2.10515
O 10.36008 -4.99829 -0.93728
O -0.41416 2.18813 2.47221
O -0.30063 -1.22685 3.61396
O -1.68974 -2.24596 1.17413
O 8.53549 -2.41837 -0.29223
O -5.00926 4.11116 0.92635
O -8.68736 3.75033 0.64441
O -4.78670 -2.00488 -0.15282
O -4.37079 -3.71018 -5.11069
O -8.03040 1.09692 -3.14971
O -0.28297 -3.57802 -3.34214
O 5.83637 -3.64817 -1.16869
O 10.11869 -0.39466 2.21116
O -8.70330 -2.05785 -4.12460
O 0.71742 0.61088 -8.60409
O -6.03634 -0.01224 3.01627
O -5.97437 -2.55402 -2.96934
O 0.88125 -1.84734 -0.88052
O -0.49206 6.01850 2.39054
O 0.96127 -5.52852 3.40150
O -10.68669 1.78531 -1.71679
O 6.09801 1.11297 1.74393
O 2.58718 2.07373 -6.13491
O 3.50220 1.71634 -8.86436
O 0.86215 7.35134 -1.38737
O 10.63032 -3.29223 1.61309
O -6.56182 3.45554 -1.41136
O -2.34006 0.30836 0.17864
N 2.03752 -1.26300 3.52740
N -2.01971 -0.29285 2.39600
C 0.37756 -4.48302 3.31633
C 0.16485 2.86488 0.27797
C 2.27867 1.98052 -1.69522
C 3.19329 -2.01384 2.97500
C -2.32362 -1.66340 2.01329
C -0.25932 1.10174 3.36026
C -2.45200 0.59980 1.33981
C 1.59582 3.37127 2.25244
C 2.23587 3.42427 -1.17885
C 0.94725 3.88259 -0.52643
C -3.09227 1.86658 1.77825
C 3.75648 -1.85320 0.54421
C -3.45007 -2.26661 2.74659
C 0.70742 -3.29822 4.14554
C -0.57670 -0.20180 2.69368
C 3.96439 -1.23190 1.92429
C 0.71267 2.39859 1.62718
C 0.82336 -2.01816 3.31540
C 2.32377 4.21602 2.67580
H -9.85763 1.61759 -2.18527
H 2.84505 -2.93696 2.55378
H 0.61573 -3.91813 -3.34708
H -7.89651 3.53596 0.13110
H -8.39658 0.21389 -3.29066
H -8.42463 1.09120 4.12262
H -3.94243 -1.56642 -0.31221
H -9.18582 2.18769 3.38291
H -0.28341 -2.96194 -2.60088
H -0.94631 1.24408 4.17645
H 5.00458 -1.22260 2.18795
H 3.83365 -2.29990 3.79262
H 3.61414 -1.06897 -0.17927
H 1.29788 0.90425 -7.89741
H 6.55338 -3.06948 -1.45440
H 1.17023 4.75845 0.05299
H 3.60800 -0.21946 1.91678
H 1.61907 -3.51330 4.67749
H 2.64271 2.11299 -5.17327
H -8.95585 -2.73336 -4.75749
H 10.93335 -4.88555 -1.70193
H -9.10017 2.90088 0.81698
H 0.83183 -2.28931 2.27018
H -5.24363 -2.92856 -3.48124
H 8.98110 -3.23939 -0.53407
H 0.31430 4.21288 -1.32678
H 6.73831 1.43198 2.38636
H 4.60205 -2.44230 0.25189
H -3.07793 -2.70186 3.66116
H -6.50136 -3.32107 -2.72268
H 0.28897 7.44420 -2.15336
H -11.36424 1.35851 -2.24661
H -0.78341 3.31429 0.50688
H 9.19221 -0.23887 2.41188
H 11.20742 -3.19207 0.84966
H -2.73511 2.63326 1.12143
H 4.39826 1.37452 -8.80004
H -4.26024 -1.58381 2.90780
H 0.73786 1.05348 3.76978
H 8.67500 -2.36246 0.65538
H -5.70472 3.25890 -1.00792
H 5.21968 -3.66843 -1.90566
H -2.78821 2.12728 2.77408
H 1.27307 1.48034 1.53249
H 5.07431 -5.11381 1.67068
H 6.44709 1.40203 0.89503
H 10.66802 -4.22863 1.82133
H 2.94028 4.95161 3.09733
H -0.41920 -4.35725 2.57501
H 10.18904 -1.35175 2.10464
H -3.65850 -3.52578 -5.72763
H -4.15997 1.79549 1.68278
H -6.71247 2.71408 -2.00880
H 0.12173 -2.13466 -0.34973
H -3.82328 -3.06706 2.13653
H -0.04394 1.98739 -0.30907
H -4.61472 4.82153 1.44114
H 2.17969 -1.15352 4.52030
H 2.90040 -2.49693 0.54194
H 3.02703 1.24444 -6.35423
H -0.06575 -3.14484 4.88258
H -4.48570 -4.66352 -5.13851
H 1.61202 7.92273 -1.57355
H 1.17351 0.90472 -9.39707
H -5.77574 4.52691 0.51274
H -7.87997 -2.38051 -3.73141
H -5.33046 -1.74775 -0.90634
H 10.38498 -5.94272 -0.75747
H -0.66812 6.43713 3.23677
H 3.88764 -5.63588 2.48627
H -8.32352 1.59943 -3.91649
H -6.70410 0.48082 2.52587
H 3.42457 2.32670 -8.12092
H -5.51461 0.67463 3.44270
H 0.93003 -0.90075 -0.72044
H 0.37337 5.60290 2.49353
H 0.01406 -0.31431 1.78869

Its multiplicity is 1. The charge is 0. Its LUMO energy is -0.102 eV. As for the orbital gap: 8.85 eV. As for the maximum force: 1.14 eV Å⁻¹.

No. 2
Below is 4 unconnected molecules or ions with the total composition C19H31IO12 at a distorted geometry, with properties calculated with ωB97M-V with the def2-TZVPD basis set.

Geometry (Å):
I -2.89216 -4.39887 -1.50958
O 1.91953 -0.93201 9.14649
O -0.03829 5.36843 -6.49089
O 0.97228 3.95232 -5.04461
O 2.33532 -1.62037 3.32235
O 1.58375 -2.41727 1.34364
O -0.23503 -0.27050 9.28466
O -1.76826 0.66945 -3.07608
O 3.66708 -1.88850 1.51912
O -2.03838 -0.25746 -1.03759
O -3.18366 -1.62032 0.39012
O 0.93272 0.38632 7.59504
O -1.24365 4.38210 -4.99937
C 0.25506 -2.51089 1.88545
C 2.50823 -1.94690 2.17457
C -0.00674 4.51094 -5.46872
C -0.36419 -1.06393 10.46514
C -2.62969 -1.42519 -0.64507
C 1.60884 4.45675 -8.04939
C -2.14684 -1.71102 -2.86713
C -3.22120 -2.70605 -4.90097
C 2.34891 -0.87341 6.04157
C -4.27930 -1.60423 -5.13961
C -1.37895 3.42387 -3.93841
C -0.42955 -1.16364 1.95086
C -1.96299 -0.30345 -2.43274
C 4.74137 -1.32119 2.27230
C -2.51703 -2.40071 -1.78222
C 1.22068 5.60072 -7.13728
C 0.97096 -0.33122 8.71249
C 2.14922 0.40481 6.82705
C -1.92941 -2.16509 -4.27283
H -2.95451 -3.18515 -5.84320
H -4.58681 -1.62759 -6.18275
H -5.17537 -1.83247 -4.56255
H 2.52091 4.69942 -8.59470
H 0.81172 4.25569 -8.76644
H -3.67457 -3.48411 -4.29047
H 4.86323 -1.83286 3.22467
H 1.77988 3.54384 -7.48097
H -1.63967 -1.29388 -4.86341
H -0.68159 3.64031 -3.13222
H 1.08277 6.51148 -7.71713
H 5.63851 -1.45141 1.67465
H -1.33403 -0.82485 10.89181
H -3.93143 -0.61477 -4.84929
H 1.99081 5.79653 -6.39147
H 4.56672 -0.25870 2.43588
H 2.04519 1.24772 6.14590
H 2.99514 0.61419 7.48235
H -1.12310 -2.89568 -4.33722
H -0.28481 -3.17280 1.20903
H 2.48451 -1.72203 6.71317
H -2.39590 3.50943 -3.56757
H 1.48062 -1.07744 5.42499
H -0.41944 -0.68272 0.97248
H 0.28484 -2.99388 2.86188
H 3.22359 -0.79423 5.40463
H 0.07724 -0.49440 2.64523
H -1.46170 -1.27974 2.27539
H -1.21771 2.42530 -4.31830
H 0.41691 -0.82570 11.18358
H -0.33056 -2.12296 10.21370

Its SMILES is CCCC1=C(I)C(=O)OC1=O.CCOC(=O)OC.CCOC(=O)OC.CCOC(=O)OC. Its multiplicity is 1. The charge is 0. Its LUMO energy is -1.155 eV. As for the orbital gap: 9.02 eV. As for the maximum force: 1.26 eV Å⁻¹.

No. 3
Below is C20H22N2O3 in the gas phase, with properties calculated with ωB97M-V with the def2-TZVPD basis set.

Geometry (Å):
O 4.89771 0.01516 1.44935
O 0.98688 3.49478 0.46347
O -0.54762 -0.87024 0.22673
N 1.07582 1.25181 0.65596
N -2.76588 -0.89084 -0.24016
C -3.20713 1.35406 -0.34855
C 2.75870 0.33739 -1.45136
C -3.85894 0.01397 -0.47444
C -1.03896 2.32379 0.11581
C 6.11123 -0.57800 1.83775
C -1.65421 3.56859 -0.03093
C 3.45950 -0.35995 -2.42199
C -1.59100 -0.26798 0.00985
C 3.24557 0.45108 -0.16191
C 4.47416 -0.14590 0.15959
C -1.84832 1.19287 -0.04792
C 0.43660 2.40384 0.42137
C -5.11175 -3.06076 0.67581
C -2.99732 3.71292 -0.32201
C 4.66439 -0.95081 -2.09844
C -2.87584 -2.32436 -0.33464
C -3.60033 -2.97071 0.85450
C -3.79681 2.59273 -0.48536
C 5.17418 -0.84572 -0.81400
C 2.49540 1.20839 0.90262
H -3.20725 -3.98050 0.98251
H -5.55731 -3.57409 1.52472
H 6.11876 -1.31413 -0.58579
H -4.29824 -0.14564 -1.46685
H 2.85128 2.24418 0.94404
H -3.36087 -2.40839 1.75890
H -3.38362 -2.58428 -1.26980
H 6.08310 -1.66707 1.72606
H -1.84702 -2.69238 -0.37613
H -3.42224 4.69997 -0.42350
H 3.06448 -0.43865 -3.42349
H 2.68694 0.74022 1.87364
H 5.22134 -1.49865 -2.84433
H -4.84800 2.68237 -0.71505
H -1.02418 4.43725 0.09276
H 6.95684 -0.17598 1.27009
H -4.65047 -0.11223 0.27314
H -5.35355 -3.62139 -0.22484
H 0.60021 0.35478 0.55172
H -5.56977 -2.07821 0.59942
H 1.81743 0.80504 -1.69888
H 6.23611 -0.32831 2.89051

Its SMILES is CCCN1Cc2cccc(C(=O)NCc3ccccc3OC)c2C1=O. As for the energy above the lowest of the compared OMol25 structures with the same formula, charge and spin: 16.27 kcal per mole. Its multiplicity is 1. The charge is 0. Its LUMO energy is 0.299 eV. As for the orbital gap: 8.53 eV. As for the maximum force: 0.69 eV Å⁻¹.